# 1
Here is the ion C5H10N with charge +1 at a distorted geometry from the OMol25 dataset. Energies are from ωB97M-V with the def2-TZVPD basis set.

Properties
- LUMO: -5.941 eV
- Charge: +1
- Energy above the lowest of the compared OMol25 structures with the same formula, charge and spin: 412.2 kJ/mol

CARTESIAN COORDINATES (ANGSTROEM)
C1 1.59527 0.64332 0.65323
C2 1.24344 0.44910 1.90156
C3 0.55579 0.13315 -0.28473
C4 0.09454 1.25562 -1.40846
C5 -1.10673 -1.46442 0.55202
N1 -0.52282 -0.21113 0.67740
H1 2.52786 1.08588 0.35301
H2 1.28598 0.17237 2.94457
H3 0.85616 -0.79634 -0.63824
H4 0.64482 2.20248 -1.11683
H5 -0.98715 1.15699 -1.24885
H6 0.53718 0.91485 -2.33378
H7 -0.69017 -2.23761 1.10034
H8 -2.21617 -1.38028 0.90839
H9 -1.19432 -1.69425 -0.50828
H10 -1.12218 0.52996 0.87021

# 2
Here is a cluster of 2 separate species, C8H9BrO2S in total at a distorted geometry from the OMol25 dataset. Energies are from ωB97M-V with the def2-TZVPD basis set.

Properties
- LUMO (spin up / spin down): 0.151 / -2.706 eV
- Energy above the lowest of the compared OMol25 structures with the same formula, charge and spin: 317.8 kJ/mol

CARTESIAN COORDINATES (ANGSTROEM)
C1 1.62723 0.30931 -0.93038
C2 0.80194 1.22696 -1.52640
C3 1.12408 -0.84746 -0.33241
C4 -0.57361 1.05434 -1.46176
C5 -0.20973 -0.98399 -0.13392
C6 -1.02743 0.02479 -0.65899
C7 -0.73444 -2.12584 0.73820
C8 -3.21238 0.75891 -0.55116
O1 -1.14945 -1.62720 1.97024
O2 -2.35832 -0.21868 -0.33943
S1 1.08446 0.92079 2.22649
Br1 -5.04306 0.38489 -0.20916
H1 2.65227 0.71319 -0.77553
H2 1.22972 2.04656 -2.10450
H3 1.88527 -1.57633 -0.08032
H4 -1.40417 1.70789 -1.72565
H5 -1.74727 -2.50699 0.19049
H6 -0.03248 -3.06250 0.87306
H7 -2.89828 1.78736 -0.74372
H8 -0.83649 -0.68866 2.09254
H9 0.12218 1.40960 2.95225

# 3
Here is the molecule C3H6N2O from the OMol25 dataset. Energies are from ωB97M-V with the def2-TZVPD basis set.

Properties
- LUMO: 0.881 eV
- Energy above the lowest of the compared OMol25 structures with the same formula, charge and spin: 104.4 kJ/mol
- SMILES: C/N=C\NC=O

CARTESIAN COORDINATES (ANGSTROEM)
C1 1.93256 -0.03185 -0.20609
N1 0.97636 -0.84655 -0.92441
C2 -0.25263 -0.69302 -0.66960
N2 -0.79080 0.19120 0.26295
C3 -2.10661 0.36040 0.62724
O1 -2.47610 1.26396 1.33899
H1 2.90937 -0.14884 -0.67681
H2 1.68355 1.03745 -0.25926
H3 2.01938 -0.31724 0.85356
H4 -0.94918 -1.25550 -1.28042
H5 -0.16156 0.85089 0.69993
H6 -2.78433 -0.41091 0.23393